(1)
DFT (ωB97M-V/def2-TZVPD) results for C13H23Cl2NOTl as an isolated structure.

Atoms and positions in Å:
Tl 0.861 3.585 1.041
Cl 1.697 2.667 3.175
Cl 0.201 4.801 -1.064
O -0.957 1.197 0.891
N -2.101 -0.215 2.272
C 0.140 -1.621 4.129
C 1.381 1.411 -3.770
C -1.059 0.732 -3.289
C -2.261 -1.322 3.200
C -1.301 -1.219 4.419
C 0.841 -0.770 3.097
C -1.011 0.129 1.584
C -0.092 1.562 -4.172
C 0.144 -0.827 1.708
C -0.566 -0.595 -2.942
C 1.193 -0.643 -1.480
C 1.849 -0.020 -3.697
C 0.991 -0.994 -2.799
H 0.891 0.292 3.393
H 0.612 0.065 -0.900
H -0.121 1.177 -5.199
H -3.304 -1.353 3.558
H 0.144 -2.657 3.769
H -0.393 2.630 -4.191
H -2.005 0.598 -3.854
H 2.034 2.005 -4.437
H 0.696 -1.544 5.070
H -1.230 1.367 -2.397
H 0.892 -0.581 0.946
H 1.524 1.921 -2.820
H 1.760 -0.428 -4.702
H -1.366 -0.189 4.807
H -2.071 -2.284 2.682
H 1.884 -1.123 2.965
H -1.246 -1.301 -2.490
H 2.927 -0.110 -3.469
H 1.220 -2.074 -2.890
H -2.965 0.328 2.039
H -0.212 -1.861 1.529
H -1.719 -1.885 5.193
H 2.097 -0.852 -0.905

Computed properties:
Gap between HOMO and LUMO (Ha): 0.1679
Highest occupied orbital energy (Eh): -0.09663
Net charge: -1

Here are the Mulliken charges for atoms 1 to 8, given in e:
1 Tl 0.471
2 Cl -0.690
3 Cl -0.734
4 O -0.657
5 N -0.119
6 C -0.697
7 C -0.622
8 C -0.440



(2)
DFT (ωB97M-V/def2-TZVPD) results for C13H23Cl3NO4P2Sm as an isolated structure.

Atoms and positions in Å:
Sm -0.849 0.165 0.153
Cl -6.095 0.788 1.432
Cl -5.409 -1.180 -0.621
Cl -4.781 -1.716 2.196
P 0.647 -0.597 2.250
P -0.892 1.490 -2.178
O -2.794 -0.846 0.382
O -0.408 -5.449 1.160
O -3.133 1.326 0.878
O 1.341 -3.794 -2.912
N 1.477 1.179 -0.180
C 4.019 2.319 -0.524
C -3.558 0.140 0.748
C 3.620 1.835 0.729
C 1.548 -2.177 2.086
C -1.804 0.698 -3.548
C 1.862 1.669 -1.392
C 1.886 0.761 2.240
C 0.895 1.513 -2.577
C 2.354 1.256 0.861
C -4.962 -0.453 0.947
C 3.127 2.224 -1.602
C -0.269 -0.565 3.837
C -1.460 3.209 -1.916
H 0.958 2.374 -3.262
H -2.879 0.637 -3.265
H -1.277 3.699 -2.889
H -1.607 1.359 -4.417
H 2.714 0.323 2.819
H 1.086 0.547 -3.106
H 0.932 -3.928 -2.035
H 2.118 -2.152 1.134
H -1.041 -1.366 3.809
H 0.512 -0.726 4.607
H -1.399 -0.333 -3.672
H -0.777 0.422 3.924
H 2.200 -2.206 2.979
H -0.713 -4.638 1.604
H 4.268 1.887 1.614
H 2.159 -4.311 -2.841
H 5.007 2.764 -0.658
H -0.869 3.658 -1.092
H 0.820 -3.017 2.036
H -0.845 -6.147 1.681
H 1.415 1.592 2.806
H 3.384 2.579 -2.609
H -2.529 3.188 -1.614

Computed properties:
Gap between HOMO and LUMO (spin up / spin down) (Ha): 0.2861 / 0.3182
⟨S²⟩: 8.767
Highest occupied orbital energy (spin up / spin down) (Eh): -0.57133 / -0.56833
Net charge: +2
2S+1: 6

Here are the Mulliken charges for atoms 1 to 8, given in e:
1 Sm 1.231
2 Cl -0.076
3 Cl -0.094
4 Cl -0.101
5 P 0.392
6 P 0.318
7 O -0.584
8 O -0.592



(3)
DFT (ωB97M-V/def2-TZVPD) results for a 5-piece molecular cluster, C13H23Cl4NO6 overall.

Atoms and positions in Å:
Cl 3.854 0.894 2.444
Cl 2.798 -3.806 2.068
Cl 0.725 0.843 2.984
Cl -0.429 -3.082 4.825
O 0.524 0.496 -1.899
O -5.177 1.574 3.154
O -3.908 0.546 4.658
O -0.820 2.497 0.278
O -2.113 1.257 -1.133
O 2.281 -0.826 -1.861
N -4.093 1.262 3.657
C -2.894 1.702 2.921
C 2.747 -2.013 -2.462
C 1.924 -2.111 -3.724
C -2.036 2.667 -3.075
C 0.918 -2.715 3.797
C 0.638 -1.495 -3.317
C -2.507 1.265 -2.530
C -1.119 3.231 -2.029
C 1.334 -4.059 3.102
C 2.689 1.338 1.207
C 1.052 -0.495 -2.291
C -1.263 2.353 -0.820
C 1.421 0.542 1.318
H -3.043 2.754 2.658
H -2.010 0.377 -2.895
H 1.562 -0.535 1.227
H 2.587 -2.855 -1.762
H 0.014 -2.182 -2.772
H -3.600 1.067 -2.471
H -2.900 3.365 -3.168
H 0.621 -2.078 2.941
H -1.973 1.475 3.461
H 1.750 -2.253 4.365
H 2.335 -1.545 -4.526
H -1.464 4.255 -1.724
H -2.834 1.140 2.036
H 0.725 0.973 0.619
H 1.694 -3.108 -4.118
H 3.851 -1.977 -2.531
H 3.059 1.223 0.115
H -1.598 2.633 -4.046
H -0.102 3.274 -2.248
H 0.527 -4.468 2.466
H 1.652 -4.746 3.860
H 0.081 -1.048 -4.147
H 2.518 2.394 1.387

Computed properties:
Gap between HOMO and LUMO (Ha): 0.3868
Highest occupied orbital energy (Eh): -0.37717

Here are the Mulliken charges for atoms 1 to 8, given in e:
1 Cl -0.200
2 Cl -0.212
3 Cl -0.207
4 Cl -0.187
5 O -0.416
6 O -0.542
7 O -0.527
8 O -0.618



(4)
DFT (ωB97M-V/def2-TZVPD) results for C13H23ClNO4PPt as an isolated structure.

Atoms and positions in Å:
Pt -0.268 0.846 0.702
Cl -4.685 -2.355 -2.097
P -0.698 1.767 -1.221
O -4.048 -1.392 -1.137
O -5.196 -3.549 -1.382
O -5.808 -1.692 -2.816
O -1.261 -0.814 -0.117
N 0.389 -0.029 2.420
C -0.110 3.479 -1.297
C 1.815 0.364 2.693
C -2.311 1.729 -2.028
C -0.494 0.590 3.437
C 2.516 -0.546 -2.245
C 0.176 -1.533 2.338
C 1.385 -0.019 -1.630
C 1.254 -2.205 1.500
C 3.297 -1.504 -1.593
C 1.075 -0.384 -0.314
C 2.869 -1.988 -0.362
C 1.730 -1.471 0.268
C 0.473 0.907 -2.381
H 0.236 2.335 1.309
H 2.108 -2.430 2.152
H 2.519 -0.396 2.356
H 0.969 1.690 -2.976
H -0.108 3.852 -2.328
H 2.014 1.316 2.189
H -2.999 2.365 -1.459
H 4.193 -1.899 -2.064
H -2.225 2.102 -3.056
H 0.851 -3.184 1.191
H -2.708 0.707 -2.038
H -2.243 -0.831 -0.270
H 0.915 3.515 -0.907
H 0.143 1.003 4.231
H -1.207 -0.155 3.798
H -1.027 1.416 2.958
H 1.934 0.513 3.771
H 2.763 -0.172 -3.233
H -0.191 0.346 -3.058
H 0.135 -1.913 3.363
H 3.386 -2.800 0.153
H -0.757 4.109 -0.674
H -0.801 -1.693 1.855

Computed properties:
Gap between HOMO and LUMO (spin up / spin down) (Ha): 0.2333 / 0.1144
⟨S²⟩: 2.020
Highest occupied orbital energy (spin up / spin down) (Eh): -0.21307 / -0.28376
2S+1: 3

Here are the Mulliken charges for atoms 1 to 8, given in e:
1 Pt 0.613
2 Cl 1.135
3 P 1.308
4 O -0.416
5 O -0.400
6 O -0.400
7 O -0.798
8 N 0.098



(5)
DFT (ωB97M-V/def2-TZVPD) results for C13H23CuF5NO2P2 as an isolated structure.

Atoms and positions in Å:
Cu -0.053 0.323 1.187
P 1.923 -0.543 0.777
P -1.818 0.696 -0.001
F 0.540 -0.518 3.793
F -2.561 -1.609 2.460
F -1.626 -2.038 4.402
F -0.649 -2.730 2.564
F -1.365 0.605 3.552
O -0.018 4.382 -0.228
O 1.775 2.732 -1.287
N -0.035 -1.067 -1.109
C -0.027 -2.557 -3.419
C 1.128 -1.342 -1.686
C 2.368 -2.182 1.474
C 2.323 -0.721 -1.008
C -3.299 1.231 0.893
C -1.189 -1.311 -1.726
C -1.517 2.005 -1.190
C -2.410 -0.641 -1.129
C 3.265 0.539 1.360
C -1.362 -1.703 3.111
C 1.181 -2.151 -2.827
C -1.236 -2.113 -2.874
C -0.581 -0.388 3.008
H 1.175 3.473 -0.968
H -4.105 1.463 0.188
H -0.588 1.817 -1.738
H -3.632 0.434 1.568
H -2.989 -1.342 -0.514
H 3.373 -2.475 1.141
H 2.151 -2.438 -3.207
H 1.659 -2.946 1.129
H 2.370 -2.149 2.574
H -2.355 2.112 -1.885
H 3.293 1.435 0.721
H 2.449 0.352 -1.349
H -0.539 5.202 -0.394
H 4.238 0.030 1.332
H -3.073 -0.204 -1.890
H 3.039 0.824 2.402
H -1.360 2.945 -0.647
H -0.031 -3.200 -4.310
H -0.052 4.211 0.721
H -3.062 2.128 1.483
H 3.212 -1.362 -1.135
H 2.292 3.100 -2.010
H -2.223 -2.313 -3.307

Computed properties:
Gap between HOMO and LUMO (spin up / spin down) (Ha): 0.3221 / 0.2804
⟨S²⟩: 0.756
Highest occupied orbital energy (spin up / spin down) (Eh): -0.43035 / -0.46068
Net charge: +1
2S+1: 2

Here are the Mulliken charges for atoms 1 to 8, given in e:
1 Cu -1.338
2 P 1.144
3 P 1.175
4 F -0.239
5 F -0.214
6 F -0.245
7 F -0.214
8 F -0.256



| no. | E (Eh) |
| --- | --- |
| 1 | -1731.94403 |
| 2 | -3585.61430 |
| 3 | -2856.01960 |
| 4 | -1785.33308 |
| 5 | -3536.71406 |